Entry 1:
DFT (the ωB97M-V functional and the def2-TZVPD basis) results for the molecule C8H14N4.

ORCA input file:
```
! wB97M-V def2-TZVPD RIJCOSX def2/J DEFGRID3
* xyz 0 1
N -1.82 -1.54 0.33
N -0.71 -1.51 -1.80
N -1.46 0.07 1.94
N -2.15 -3.21 -1.21
C 1.81 1.40 0.75
C 0.73 0.31 -2.51
C 0.39 1.56 0.16
C -0.11 -0.36 -1.43
C -1.19 -0.40 0.68
C -1.54 -2.03 -0.87
C -0.29 0.26 -0.18
C 1.79 0.77 2.15
H 2.45 0.83 0.06
H -2.32 -0.26 2.39
H 1.74 0.48 -2.10
H 1.14 1.30 2.83
H 1.40 -0.24 2.12
H 0.42 2.23 -0.69
H 2.80 0.68 2.57
H 2.27 2.39 0.82
H -1.11 1.02 2.12
H -0.21 2.09 0.91
H 0.79 -0.30 -3.41
H -2.14 -3.41 -2.19
H -3.03 -3.40 -0.70
H 0.34 1.30 -2.74
*
```

Values from the calculation:
- SMILES string = CCCc1c(C)nc(N)nc1N
- gap between HOMO and LUMO (eV) = 9.06
- highest occupied orbital energy (eV) = -8.11
- LUMO (Eh) = 0.0349
- energy relative to the best compared isomer or geometry (same formula, charge and spin) (kcal per mole) = 0.0

Entry 2:
DFT (the ωB97M-V functional and the def2-TZVPD basis) results for a structure of composition C46H49InN10O9SeSi.

ORCA input file:
```
! wB97M-V def2-TZVPD RIJCOSX def2/J DEFGRID3
* xyz -2 1
In -1.62 0.61 -0.38
Se -3.43 -1.64 -0.27
Si 1.53 -1.70 0.42
O 0.63 -2.94 0.85
O -4.19 -1.80 -1.69
O 0.57 -0.41 -0.13
O -3.83 -2.76 0.83
O -1.37 0.02 2.26
O 2.34 -1.03 1.66
O 2.55 -2.13 -0.76
O -1.76 -1.60 -0.51
O -3.57 -0.08 0.33
N -3.45 1.36 -3.20
N 1.77 1.97 1.05
N -1.82 0.69 4.36
N -1.24 0.53 -2.57
N -2.81 2.30 -1.08
N 0.30 -0.07 3.80
N 0.91 -0.44 -3.08
N -0.62 2.26 0.70
N 1.26 0.54 -0.86
N -2.72 3.49 1.01
C 4.20 -2.47 2.18
C -1.57 -2.30 -6.24
C -2.32 -0.37 -4.43
C 0.71 4.09 4.76
C -1.15 -4.45 1.19
C -2.84 -1.72 -6.31
C -0.66 -1.91 -5.26
C -3.15 1.14 3.99
C -6.68 4.41 -2.29
C -1.07 -0.95 -4.36
C -3.23 -0.75 -5.41
C -2.43 0.60 -3.33
C 0.35 3.08 2.64
C -0.37 -0.29 -3.23
C -0.98 0.22 3.40
C 1.24 -3.61 -2.22
C -3.30 3.19 -0.19
C 3.71 -1.04 2.05
C 4.53 3.29 -2.32
C -4.68 3.14 -1.98
C 2.58 1.30 -2.43
C -0.85 -2.49 2.71
C 4.53 -0.27 1.02
C -0.96 3.53 2.63
C -1.46 4.29 3.68
C 1.21 3.36 3.69
C -0.62 4.55 4.75
C 3.25 -4.42 -0.98
C -3.61 2.23 -2.15
C -4.48 3.76 -0.72
C -1.57 3.07 1.38
C 4.27 2.58 -3.54
C 0.83 -4.35 2.75
C -0.14 -3.55 1.88
C -5.80 3.47 -2.77
C 2.00 1.52 -0.23
C -6.48 5.03 -1.03
C 3.83 3.03 -1.18
C 3.50 -2.72 -2.82
C -5.40 4.72 -0.25
C 2.62 -3.23 -1.69
C 3.31 1.62 -3.60
C 0.57 2.33 1.38
C 3.77 -0.33 3.40
C 1.57 0.38 -2.19
C 2.84 2.01 -1.20
H 4.16 0.75 0.93
H -0.12 -1.91 3.29
H 0.59 -3.95 -1.42
H -1.41 1.07 5.20
H 1.35 -4.41 -2.95
H 5.30 4.06 -2.31
H 3.09 1.10 -4.53
H -7.21 5.76 -0.69
H 2.24 3.02 3.67
H -3.42 0.68 3.05
H -7.55 4.68 -2.88
H 5.22 -2.48 2.57
H 0.33 -2.35 -5.20
H 3.45 0.71 3.28
H 4.19 -2.96 1.21
H 1.58 -3.69 3.17
H -1.70 -5.04 1.92
H -3.87 0.84 4.75
H 4.84 2.83 -4.42
H 3.11 -0.82 4.11
H 0.78 -2.75 -2.70
H 4.47 -2.41 -2.43
H -2.47 4.66 3.64
H 5.58 -0.25 1.32
H -3.19 2.23 3.86
H -3.53 -2.05 -7.08
H -5.95 2.99 -3.73
H 0.29 -4.83 3.57
H 3.57 -3.04 2.86
H -5.25 5.19 0.71
H 0.69 0.54 4.50
H 3.02 -1.88 -3.31
H 3.25 -5.28 -1.64
H -0.64 -5.14 0.51
H -1.54 -2.97 3.40
H 4.79 -0.34 3.79
H 0.92 -0.22 3.02
H 4.45 -0.75 0.04
H 4.29 -4.20 -0.70
H -1.42 -1.82 2.07
H 2.69 -4.66 -0.08
H 3.66 -3.52 -3.56
H 1.34 4.32 5.60
H 4.02 3.58 -0.27
H -1.86 -3.84 0.63
H -0.98 5.13 5.59
H -4.21 -0.30 -5.43
H 1.32 -5.13 2.16
H -1.29 -3.07 -6.95
*
```

Values from the calculation:
- gap between HOMO and LUMO (eV) = 4.72
- highest occupied orbital energy (eV) = -0.83
- LUMO (Eh) = 0.1426
- energy relative to the best compared isomer or geometry (same formula, charge and spin) (kcal per mole) = 44.4

Entry 3:
DFT (the ωB97M-V functional and the def2-TZVPD basis) results for a structure of composition C16H8ClF4GaI3N3O8S.

ORCA input file:
```
! wB97M-V def2-TZVPD RIJCOSX def2/J DEFGRID3
* xyz 0 1
I 2.49 -2.52 0.11
I -3.37 2.37 -0.95
I 2.38 -5.07 -1.04
Ga 0.43 -0.88 -0.23
Cl -6.18 -2.56 -0.34
S 1.23 0.29 -2.35
F -1.07 4.34 1.74
F 3.53 1.22 -3.05
F 2.77 -0.28 -4.43
F 3.57 -0.88 -2.52
O -1.04 0.27 -0.38
O 1.64 0.55 -0.94
O 3.90 2.51 0.90
O 3.03 -0.71 1.29
O 0.58 1.33 -3.05
O 0.60 -1.05 -2.32
O 0.61 5.47 -0.21
O 0.85 -0.44 1.65
N 2.24 4.00 0.40
N -1.04 -2.35 -0.03
N 1.91 2.35 2.01
C -2.20 -0.33 -0.40
C 2.36 1.14 2.67
C -3.46 -2.46 -0.18
C 0.16 3.86 1.50
C -2.24 -1.74 -0.20
C 2.07 -0.09 1.80
C 2.88 0.06 -3.15
C 2.77 2.92 1.07
C -3.41 0.32 -0.61
C -0.99 -3.65 0.17
C 0.95 4.54 0.48
C -2.14 -4.44 0.22
C -4.65 -1.73 -0.37
C 0.62 2.81 2.18
C -3.37 -3.85 0.04
C -4.62 -0.38 -0.58
H 2.85 4.40 -0.30
H 3.43 1.21 2.85
H -5.55 0.16 -0.72
H 0.01 2.30 2.91
H -0.01 -4.09 0.31
H -2.04 -5.50 0.38
H 1.81 1.02 3.61
H -4.28 -4.44 0.06
*
```

Values from the calculation:
- gap between HOMO and LUMO (eV) = 7.05
- highest occupied orbital energy (eV) = -8.51
- LUMO (Eh) = -0.0535
- energy relative to the best compared isomer or geometry (same formula, charge and spin) (kcal per mole) = 25.4